Record 1
The following is a quantum chemistry calculation of a 4-piece molecular cluster, C37H70IN3O13S3 overall at a distorted geometry, from OMol25.

Atoms and positions in Å:
C  3.807  7.449  5.824
C  4.615  7.240  4.393
O  4.243  7.743  3.213
N  5.906  6.453  4.453
C  5.792  5.080  3.829
C  4.340  4.339  4.047
C  4.514  2.685  3.899
C  3.696  2.133  2.587
C  2.469  1.102  2.914
S  2.576  -0.170  1.498
O  2.521  0.227  4.095
C  1.198  -0.476  3.998
O  0.883  -1.650  4.553
O  0.265  0.303  3.125
C  0.934  1.647  3.083
C  0.528  2.538  4.398
C  -0.783  2.005  5.225
C  -2.234  2.453  4.526
I  -3.519  0.687  4.081
C  0.202  2.274  1.716
C  0.785  3.757  1.330
C  -0.350  4.877  0.956
S  0.283  6.521  1.691
C  -1.283  7.346  2.315
S  -1.651  8.992  1.919
N  -2.313  6.628  3.169
C  -3.703  6.397  2.607
C  -4.571  5.635  3.770
N  -3.559  5.524  4.891
C  -2.186  6.079  4.581
H  4.631  7.778  6.615
H  3.366  6.429  6.204
H  2.926  8.245  5.745
H  6.605  7.008  3.882
H  6.129  5.159  2.708
H  6.596  4.396  4.380
H  3.872  4.594  5.107
H  3.605  4.795  3.252
H  5.677  2.530  3.678
H  4.300  2.108  4.894
H  3.416  3.064  1.938
H  4.490  1.514  1.943
H  3.104  -1.310  2.137
H  0.327  3.688  4.154
H  1.459  2.552  5.143
H  -0.785  0.844  5.451
H  -0.732  2.527  6.298
H  -2.083  3.104  3.562
H  -2.818  3.038  5.384
H  0.397  1.583  0.766
H  -0.981  2.308  1.828
H  1.377  4.183  2.275
H  1.601  3.665  0.476
H  -0.356  5.013  -0.209
H  -1.440  4.604  1.346
H  -4.123  6.676  1.547
H  -5.672  5.237  3.810
H  -1.196  6.121  5.245
C  1.011  -2.890  -0.696
O  1.919  -2.739  -1.776
C  2.412  -3.989  -2.258
C  2.696  -3.911  -3.761
O  1.516  -3.948  -4.575
C  0.677  -2.784  -4.529
C  1.289  -1.556  -5.209
O  2.293  -0.972  -4.379
C  3.346  -0.386  -5.128
H  1.538  -3.259  0.193
H  0.577  -1.911  -0.476
H  0.196  -3.570  -0.964
H  1.698  -4.796  -2.067
H  3.343  -4.202  -1.720
H  3.269  -4.802  -4.041
H  3.320  -3.053  -4.018
H  0.357  -2.573  -3.508
H  -0.227  -3.059  -5.085
H  0.513  -0.797  -5.366
H  1.701  -1.849  -6.178
H  3.787  -1.117  -5.819
H  4.124  -0.070  -4.430
H  2.981  0.486  -5.679
C  -2.947  -8.415  2.916
O  -2.082  -7.430  3.457
C  -0.754  -7.914  3.659
C  0.264  -6.785  3.473
O  0.493  -6.434  2.101
C  -0.584  -5.765  1.429
C  -0.817  -4.331  1.914
O  -1.487  -4.330  3.174
C  -1.103  -3.239  3.996
H  -3.128  -9.207  3.654
H  -3.896  -7.935  2.664
H  -2.527  -8.841  1.999
H  -0.521  -8.728  2.966
H  -0.698  -8.291  4.687
H  1.231  -7.141  3.846
H  0.013  -5.903  4.065
H  -1.496  -6.362  1.461
H  -0.283  -5.717  0.377
H  -1.461  -3.801  1.202
H  0.144  -3.812  1.979
H  -0.013  -3.219  4.132
H  -1.563  -3.373  4.977
H  -1.449  -2.295  3.562
C  -6.130  -1.427  -6.320
O  -5.313  -0.952  -7.378
C  -4.476  0.134  -6.981
C  -3.159  0.112  -7.763
O  -2.239  -0.894  -7.316
C  -2.596  -2.254  -7.602
C  -2.503  -2.616  -9.087
O  -3.616  -2.081  -9.804
C  -3.283  -1.715  -11.134
H  -6.883  -0.674  -6.056
H  -6.635  -2.335  -6.660
H  -5.525  -1.681  -5.444
H  -4.260  0.095  -5.909
H  -5.017  1.061  -7.203
H  -2.651  1.067  -7.591
H  -3.321  0.040  -8.840
H  -3.571  -2.499  -7.179
H  -1.864  -2.864  -7.062
H  -2.534  -3.706  -9.203
H  -1.559  -2.242  -9.491
H  -2.438  -1.015  -11.145
H  -4.145  -1.210  -11.573
H  -3.047  -2.606  -11.726

Properties
E_LUMO = -1.466 eV
2S+1 = 1

=====

Record 2
The following is a quantum chemistry calculation of a 5-piece molecular cluster, C37H71BN4O22PS2 overall at a distorted geometry, from OMol25.

Atoms and positions in Å:
C  1.632  -5.168  1.051
C  0.482  -4.015  1.037
C  0.770  -2.855  -0.047
C  1.210  -1.442  0.569
S  2.488  -1.976  1.875
N  1.803  -0.545  -0.462
C  1.099  -0.592  -1.786
C  1.137  0.849  -2.561
C  3.225  -0.829  -0.792
C  4.271  0.187  -0.070
O  4.729  1.239  -0.961
C  5.536  -0.639  0.538
N  5.762  -0.349  1.987
C  0.014  -0.707  1.476
C  -1.435  -1.246  0.928
C  -2.695  -0.369  1.352
C  -3.983  -1.089  0.666
C  -5.331  -0.238  0.823
S  -6.305  -0.611  2.348
O  -6.024  -1.950  2.966
O  -6.145  0.463  3.392
O  -7.936  -0.569  1.879
O  0.156  -1.172  2.758
C  0.106  -0.541  3.987
C  -1.344  -0.307  4.707
C  -2.179  -1.648  4.959
O  -2.435  -2.463  3.784
C  -3.649  -1.161  5.489
N  -4.385  -2.222  6.234
B  1.115  0.721  4.312
O  2.215  1.114  3.436
O  0.974  1.557  5.507
C  0.777  2.939  5.062
C  2.129  3.820  5.213
C  0.756  -1.662  5.017
O  0.725  -2.898  4.678
O  1.342  -1.285  6.197
P  0.096  1.109  0.985
N  -0.757  2.146  1.865
H  1.250  -6.163  1.454
H  2.546  -4.843  1.674
H  2.032  -5.257  -0.029
H  -0.464  -4.569  0.656
H  0.216  -3.642  2.081
H  1.688  -3.227  -0.650
H  -0.089  -2.837  -0.788
H  3.285  -0.898  2.204
H  1.480  -1.445  -2.472
H  -0.032  -0.807  -1.690
H  1.499  0.750  -3.639
H  0.135  1.388  -2.455
H  1.895  1.475  -1.954
H  3.542  -1.923  -0.715
H  3.375  -0.577  -1.914
H  3.737  0.662  0.821
H  4.990  1.980  -0.362
H  5.320  -1.771  0.468
H  6.513  -0.422  -0.018
H  6.611  -0.793  2.353
H  5.717  0.654  2.204
H  -1.646  -2.317  1.300
H  -1.471  -1.316  -0.214
H  -2.933  -0.343  2.465
H  -2.707  0.701  0.910
H  -3.770  -1.435  -0.403
H  -4.125  -2.059  1.281
H  -6.014  -0.454  -0.070
H  -5.038  0.867  0.842
H  -8.410  -1.318  2.302
H  -1.086  0.087  5.762
H  -1.971  0.509  4.218
H  -1.780  -2.323  5.783
H  -3.362  -2.252  3.515
H  -4.269  -0.671  4.666
H  -3.421  -0.330  6.261
H  -4.915  -2.789  5.556
H  -3.759  -2.804  6.816
H  3.019  0.957  3.977
H  -0.068  3.466  5.616
H  0.505  2.984  3.940
H  2.800  3.461  6.060
H  2.686  3.774  4.201
H  1.792  4.916  5.343
H  -0.425  1.198  -0.364
H  1.465  1.586  1.005
H  -1.198  1.594  2.613
C  0.787  6.033  -5.021
C  0.625  4.743  -5.795
C  -0.599  3.965  -5.409
O  -0.206  2.623  -5.676
C  1.150  2.581  -5.554
O  1.794  1.570  -5.511
O  1.677  3.833  -5.485
H  1.649  6.592  -5.396
H  -0.100  6.665  -5.108
H  0.981  5.835  -3.963
H  0.651  4.941  -6.870
H  -1.470  4.238  -6.008
H  -0.855  4.050  -4.348
C  2.949  -0.582  -6.601
C  3.820  -1.818  -6.684
C  3.568  -2.648  -7.908
O  3.903  -3.959  -7.468
C  3.700  -3.984  -6.120
O  3.690  -4.979  -5.457
O  3.510  -2.727  -5.630
H  3.228  0.018  -5.735
H  3.047  0.036  -7.496
H  1.898  -0.850  -6.467
H  4.877  -1.542  -6.597
H  4.199  -2.350  -8.748
H  2.522  -2.644  -8.231
C  -0.920  8.066  -10.620
C  0.493  7.624  -10.304
C  1.072  6.689  -11.325
O  1.984  5.916  -10.555
C  1.516  5.916  -9.276
O  1.922  5.200  -8.406
O  0.522  6.835  -9.117
H  -1.259  8.801  -9.886
H  -0.984  8.514  -11.614
H  -1.616  7.225  -10.563
H  1.137  8.497  -10.149
H  1.595  7.220  -12.123
H  0.333  6.016  -11.770
C  -5.423  -6.334  9.633
C  -4.046  -5.878  9.201
C  -3.152  -5.501  10.347
O  -2.298  -4.526  9.765
C  -2.994  -3.954  8.742
O  -2.658  -2.962  8.167
O  -4.125  -4.663  8.463
H  -6.000  -6.666  8.766
H  -5.364  -7.159  10.347
H  -5.985  -5.511  10.085
H  -3.579  -6.636  8.562
H  -2.572  -6.349  10.716
H  -3.686  -5.042  11.185

Properties
E_LUMO = 1.167 eV
2S+1 = 1
Charge = -1

=====

Record 3
The following is a quantum chemistry calculation of C37H71Cl3N2O2SbSi as an isolated structure at a distorted geometry, from OMol25.

Atoms and positions in Å:
C  2.436  -4.539  -0.316
C  2.046  -5.849  0.385
C  0.581  -5.775  0.811
C  -0.390  -5.916  -0.374
C  -1.645  -5.041  -0.152
C  -1.403  -3.680  -0.764
Sb  -2.934  -2.155  -0.362
Cl  -2.390  -2.468  2.098
C  -3.485  -1.994  -2.543
C  -4.657  -2.857  -2.875
C  -5.859  -2.292  -3.337
C  -6.978  -3.080  -3.617
C  -6.923  -4.457  -3.454
C  -5.730  -5.039  -3.020
C  -4.618  -4.249  -2.736
C  -1.248  -0.627  -0.692
Cl  -0.310  -0.153  0.760
C  -1.689  0.591  -1.524
C  -0.643  0.902  -2.604
Cl  -1.908  2.101  -0.580
Si  -4.665  -0.441  0.467
C  -6.063  -1.484  1.195
C  -5.488  0.616  -0.883
C  -4.064  0.694  1.860
H  3.505  -4.362  -0.327
H  1.943  -3.709  0.180
H  2.098  -4.575  -1.348
H  2.687  -5.978  1.259
H  2.235  -6.692  -0.277
H  0.430  -4.781  1.227
H  0.323  -6.519  1.559
H  0.091  -5.584  -1.288
H  -0.644  -6.969  -0.501
H  -2.506  -5.550  -0.588
H  -1.831  -4.962  0.914
H  -0.503  -3.274  -0.296
H  -1.186  -3.747  -1.830
H  -4.124  -3.436  -0.159
H  -3.775  -0.978  -2.804
H  -2.636  -2.250  -3.176
H  -5.907  -1.222  -3.469
H  -7.886  -2.601  -3.954
H  -7.774  -5.091  -3.645
H  -5.654  -6.106  -2.878
H  -3.702  -4.711  -2.399
H  -0.503  -1.146  -1.287
H  -2.630  0.404  -2.027
H  0.340  0.827  -2.140
H  -0.747  1.909  -2.992
H  -0.684  0.156  -3.393
H  -6.190  -2.404  0.630
H  -7.000  -0.932  1.248
H  -5.788  -1.780  2.207
H  -6.312  0.066  -1.330
H  -4.820  0.993  -1.651
H  -5.925  1.489  -0.396
H  -2.986  0.773  1.940
H  -4.487  1.690  1.723
H  -4.441  0.302  2.802
C  6.234  -0.051  -3.461
C  4.986  -0.501  -2.649
C  4.154  0.701  -2.177
C  4.698  1.429  -0.949
C  5.002  0.434  0.168
C  5.951  -0.674  -0.285
N  5.401  -1.359  -1.497
O  4.452  -2.162  -1.161
C  7.346  -0.078  -0.544
C  6.127  -1.699  0.827
C  4.117  -1.311  -3.606
H  7.170  -0.300  -2.971
H  6.271  -0.557  -4.425
H  6.230  1.023  -3.651
H  3.144  0.354  -1.940
H  4.051  1.401  -3.008
H  5.586  2.013  -1.206
H  3.953  2.147  -0.600
H  5.441  0.950  1.025
H  4.064  -0.008  0.517
H  8.031  -0.840  -0.920
H  7.753  0.303  0.393
H  7.345  0.756  -1.243
H  5.176  -2.108  1.163
H  6.605  -1.222  1.683
H  6.759  -2.526  0.500
H  4.614  -2.235  -3.904
H  3.935  -0.713  -4.500
H  3.153  -1.568  -3.172
C  -0.287  5.271  1.015
C  0.337  4.572  2.254
C  -0.700  3.721  3.003
C  -1.648  4.503  3.909
C  -0.866  5.441  4.825
C  0.053  6.379  4.043
N  0.963  5.587  3.159
O  1.933  5.082  3.842
C  -0.803  7.376  3.243
C  0.891  7.217  5.001
C  1.396  3.616  1.716
H  -0.295  6.356  1.080
H  0.291  5.048  0.118
H  -1.309  4.938  0.834
H  -0.171  2.989  3.619
H  -1.271  3.146  2.272
H  -2.379  5.059  3.315
H  -2.224  3.800  4.514
H  -1.551  6.040  5.431
H  -0.269  4.846  5.523
H  -0.174  8.025  2.631
H  -1.361  8.007  3.936
H  -1.536  6.902  2.595
H  1.461  6.601  5.694
H  0.233  7.858  5.587
H  1.590  7.853  4.454
H  2.218  4.162  1.248
H  0.933  2.974  0.965
H  1.808  2.975  2.493

Properties
E_LUMO (spin up / spin down) = 2.243 / 2.060 eV
Expectation value of S² = 2.01
2S+1 = 3
Energy relative to the best compared isomer or geometry (same formula, charge and spin) = 0.0 kJ/mol
Charge = -1

=====

Which DFT total energy belongs to each record? In order, -111177.8268, -122156.6452, -98576.7468 eV.